Entry 1:
{
  "formula": "C19H28AlB2BrClF14MgN3O14P",
  "method": "ωB97M-V/def2-TZVPD",
  "symbols": ["F", "C", "F", "C", "F", "F", "C", "C", "C", "N", "C", "C", "H", "H", "H", "H", "H", "H", "H", "H", "H", "H", "H", "H", "B", "O", "C", "O", "C", "O", "O", "O", "C", "O", "C", "O", "O", "B", "F", "F", "F", "F", "C", "C", "O", "N", "C", "H", "H", "H", "H", "H", "H", "H", "Mg", "O", "Cl", "O", "O", "O", "F", "P", "F", "F", "F", "F", "F", "C", "O", "H", "H", "H", "H", "N", "C", "C", "C", "C", "H", "H", "H", "H", "H", "Al", "Br"],
  "coordinates": [[0.646440, -3.664528, 2.942658], [1.281289, -3.265876, 1.632981], [1.650305, -4.452048, 0.793157], [0.448205, -2.107643, 0.825873], [1.362172, -1.615888, -0.271918], [0.230562, -0.908922, 1.718542], [-0.916276, -2.623252, 0.078245], [-2.033156, -1.382346, 0.045102], [-2.969180, -1.321747, 1.401909], [-3.627041, -2.700926, 1.593466], [-2.494451, -3.615658, 2.097034], [-1.602033, -3.964146, 0.726079], [2.323527, -2.772769, 1.942527], [-0.675581, -2.844586, -1.064837], [-1.518073, -0.338153, -0.212319], [-2.760551, -1.643423, -0.864216], [-2.383322, -0.975846, 2.369752], [-3.850391, -0.558097, 1.232999], [-4.359954, -2.690030, 2.350430], [-4.042225, -3.064267, 0.689243], [-1.859741, -3.082820, 2.924146], [-2.941957, -4.661017, 2.433698], [-2.414278, -4.336807, -0.065308], [-0.875596, -4.869051, 0.884687], [5.340210, 0.486226, -1.776338], [4.151716, 0.741022, -2.596598], [3.148906, 1.019007, -1.751819], [2.010560, 1.281426, -2.104808], [3.622396, 0.959479, -0.393672], [2.956608, 1.162493, 0.608656], [4.925135, 0.643802, -0.378849], [5.865565, -0.861188, -2.018992], [7.125176, -0.714744, -2.453325], [7.858056, -1.643877, -2.751431], [7.463617, 0.683306, -2.510127], [8.534256, 1.149338, -2.865037], [6.418391, 1.421763, -2.111730], [-6.359927, 0.421855, -0.650180], [-6.625285, 0.777067, -2.034876], [-5.621812, 1.496728, -0.007160], [-7.618897, 0.214172, 0.046611], [-5.573850, -0.800280, -0.605441], [-3.297680, 3.735374, -0.555618], [-2.328988, 2.710023, -0.035389], [-2.656697, 1.540085, 0.154736], [-1.051748, 3.106447, 0.228658], [-0.471964, 4.419417, 0.074999], [-4.272261, 3.266187, -0.716798], [-3.418800, 4.540479, 0.173538], [-2.944780, 4.134171, -1.510035], [-0.462243, 2.358095, 0.575254], [0.368579, 4.339186, -0.618517], [-0.101549, 4.742118, 1.051027], [-1.188634, 5.149718, -0.303104], [-7.518897, 0.403442, 2.376562], [-6.954118, -2.460942, -3.918433], [-7.818858, -1.554759, -4.648883], [-8.497724, -2.280324, -5.704918], [-7.023812, -0.489555, -5.228209], [-8.799975, -0.988120, -3.744018], [9.516753, 3.467384, -7.325596], [9.299455, 2.864387, -5.905302], [9.340978, 4.317769, -5.344509], [10.526465, 2.112203, -6.503615], [8.657825, 1.472730, -5.622566], [7.767816, 3.051659, -6.120853], [9.990885, 2.763148, -4.512345], [-5.805905, -5.325642, 3.624902], [-6.393101, -4.081425, 3.958266], [-5.294180, -5.231010, 2.664207], [-5.082458, -5.606118, 4.394417], [-6.584814, -6.088019, 3.546721], [-6.839389, -4.196124, 4.814505], [3.466774, 2.197757, 3.702252], [4.430684, 3.148906, 3.913748], [4.681720, 3.207049, 5.266449], [3.843924, 2.253206, 5.892165], [3.106628, 1.642495, 4.902537], [3.082085, 1.944517, 2.801411], [4.853168, 3.702566, 3.085991], [5.392424, 3.864503, 5.750167], [3.785258, 2.034822, 6.950631], [2.357590, 0.863342, 4.949726], [5.700025, 2.305193, -6.270059], [-9.599975, 1.665908, -0.112916]],
  "atomic_forces_ev_per_a": [[1.1, 0.8, -4.1], [2.7, 0.2, 1.1], [-2.0, 3.5, 2.6], [0.1, 0.7, -1.7], [-2.4, -1.4, 3.5], [0.7, -3.8, -2.3], [-0.7, 0.8, -0.1], [-0.2, -0.6, -0.6], [-0.1, 2.4, -1.1], [0.9, -0.1, 1.4], [1.2, -2.3, -1.4], [-0.8, 0.2, -0.1], [-2.4, -1.3, -0.7], [-0.1, 0.5, 2.7], [-1.4, -2.4, 0.9], [1.4, 0.7, 2.0], [-1.2, -1.2, -2.0], [2.0, -1.4, 0.0], [0.7, 0.1, -1.2], [0.5, 0.6, 1.2], [-1.5, -1.1, -1.6], [0.9, 2.5, -0.4], [1.8, 0.7, 1.6], [-1.3, 2.0, -0.1], [0.3, -0.2, -0.2], [-0.7, 0.3, 0.9], [-2.5, 0.4, -4.3], [1.5, -0.3, 0.8], [1.5, -0.2, 4.1], [0.4, 0.0, -0.7], [-1.6, 0.4, 0.1], [0.7, 0.6, -0.2], [0.1, -5.6, -0.3], [-1.2, 1.8, 0.5], [2.9, 4.8, -0.7], [-2.1, -1.1, 0.9], [0.3, -0.7, -0.2], [2.1, 0.8, -3.3], [0.3, -0.7, 2.8], [-1.5, -1.6, 0.1], [1.0, -0.7, 1.6], [-1.1, 1.2, 0.7], [-0.3, -0.1, -0.1], [0.5, -0.2, 0.1], [0.1, 0.0, 0.2], [-0.9, -0.4, 0.0], [0.4, -0.2, 0.1], [0.3, 0.0, 0.1], [0.1, 0.1, -0.2], [0.0, 0.1, 0.2], [0.0, 0.2, -0.2], [0.0, 0.3, 0.0], [0.0, 0.3, -0.1], [0.1, -0.2, 0.1], [-0.8, 0.6, -2.6], [-0.3, 0.5, -0.5], [0.2, -0.2, -0.2], [0.2, 0.3, 0.8], [-0.4, -0.5, 0.6], [0.3, -0.1, -0.6], [-2.8, 3.1, -3.8], [5.3, -0.2, 0.8], [-1.5, 5.1, -1.3], [3.8, -3.4, 1.0], [0.0, -5.3, 0.6], [-7.5, 3.8, -1.3], [1.5, -3.3, 3.6], [-0.1, -0.3, 0.2], [-0.2, 0.6, 0.3], [-0.1, 0.0, 0.1], [0.1, -0.2, -0.1], [0.2, -0.1, -0.1], [0.2, 0.1, -0.5], [0.0, 0.1, 0.1], [-0.7, -0.5, -1.2], [-0.2, -0.5, 1.8], [1.2, 1.1, 0.7], [-0.4, -0.1, -1.3], [0.2, -0.1, -0.2], [0.0, -0.1, 0.1], [-0.1, -0.1, -0.1], [0.0, 0.0, -0.2], [0.1, 0.1, 0.0], [1.2, 0.2, 0.2], [-0.2, 0.2, 0.9]],
  "charge": 1,
  "orbital_gap_ev": 0.9258,
  "lumo_ev": -9.920,
  "energy_ev": -196567.4532
}

Entry 2:
{
  "formula": "C19H28B2N3O6",
  "method": "ωB97M-V/def2-TZVPD",
  "symbols": ["C", "B", "O", "C", "N", "N", "C", "C", "C", "C", "C", "O", "C", "C", "O", "C", "C", "C", "O", "C", "C", "C", "C", "C", "C", "N", "C", "B", "O", "O", "H", "H", "H", "H", "H", "H", "H", "H", "H", "H", "H", "H", "H", "H", "H", "H", "H", "H", "H", "H", "H", "H", "H", "H", "H", "H", "H", "H"],
  "coordinates": [[3.168117, -4.237446, 2.455624], [1.922415, -3.258911, 2.664926], [1.447315, -3.061838, 3.967496], [1.223752, -2.550381, 1.391120], [-0.109881, -2.673163, 1.173733], [-0.393766, -1.965217, 0.069135], [-1.841543, -1.964910, -0.276784], [-2.191781, -1.839179, -1.796936], [-3.797796, -1.843117, -1.889378], [-4.418095, -0.416516, -2.145179], [-3.922755, 0.711594, -1.178675], [-4.883885, 1.038859, -0.140119], [-4.606505, 2.306179, 0.394618], [-3.819527, 2.529786, 1.722161], [-5.001377, 3.278320, -0.193265], [0.707465, -1.371099, -0.484306], [0.736824, -0.497872, -1.754404], [0.373763, 1.016370, -1.507504], [-0.782819, 1.359681, -1.630791], [1.416982, 2.103263, -1.160906], [2.865459, 1.975680, -1.420917], [3.752165, 3.089096, -1.059743], [3.235902, 4.325704, -0.458986], [1.796673, 4.438668, -0.216500], [0.892509, 3.336736, -0.546283], [1.740416, -1.743232, 0.361962], [3.162555, -1.317702, 0.230411], [3.353094, -0.130486, 1.342556], [2.267323, 0.733867, 1.638278], [4.546230, 0.057731, 2.066855], [3.385246, -4.839405, 3.375712], [2.894918, -4.990657, 1.654464], [4.099948, -3.723420, 2.090581], [1.484115, -2.124713, 4.234496], [-2.239727, -2.964410, 0.061501], [-2.346342, -1.209295, 0.381089], [-1.771980, -2.648240, -2.443746], [-1.892874, -0.832515, -2.211055], [-4.158863, -2.585266, -2.648438], [-4.184220, -2.195801, -0.887708], [-5.529330, -0.520658, -1.961142], [-4.325390, -0.129478, -3.226698], [-3.771136, 1.659294, -1.777665], [-2.941999, 0.512515, -0.674898], [-3.016175, 3.312342, 1.610815], [-4.532312, 2.952733, 2.485626], [-3.322918, 1.611821, 2.128416], [1.809342, -0.506740, -2.117234], [0.150733, -0.929345, -2.610409], [3.291144, 1.058035, -1.896361], [4.861040, 3.051389, -1.216535], [3.875468, 5.188331, -0.160962], [1.331451, 5.348113, 0.225329], [-0.202803, 3.407182, -0.369195], [3.372832, -0.832077, -0.754735], [3.881978, -2.121883, 0.514156], [2.565168, 1.663421, 1.552421], [4.393453, -0.041738, 3.023976]],
  "atomic_forces_ev_per_a": [[-0.6, -0.8, -0.5], [0.9, -0.6, 1.1], [1.0, 0.7, -1.6], [-2.2, 1.1, -1.3], [2.5, 0.4, 0.5], [0.8, 0.3, -0.5], [-0.8, -0.7, -0.7], [-1.2, 1.1, -0.1], [0.3, 0.1, 0.7], [-0.8, -0.6, 0.5], [0.5, 1.0, -0.9], [0.8, 0.1, 0.7], [-0.1, 1.2, -0.3], [0.2, -0.5, 0.4], [0.2, -0.7, 0.3], [-0.8, -0.8, 1.1], [2.0, -0.1, 0.0], [-0.3, 0.9, 0.0], [0.6, -0.6, 0.1], [1.4, 1.0, 0.5], [-0.9, 2.0, 1.1], [-1.3, 0.5, 0.5], [-2.0, -1.7, -0.4], [0.2, -1.9, -0.7], [2.2, -0.4, -0.7], [-0.6, -0.3, -1.0], [0.2, 1.2, 1.4], [0.0, 1.4, 1.2], [1.1, -0.8, -1.1], [-1.1, -1.2, -0.7], [-0.1, 0.8, -0.7], [0.4, 0.7, 0.6], [-0.8, -0.4, 0.4], [-0.8, -0.5, -0.1], [0.7, 1.0, -0.2], [0.5, -0.5, -0.9], [-0.1, 0.5, 0.8], [-0.1, -1.1, 0.5], [0.4, 0.8, 0.6], [0.3, 0.2, -1.0], [1.1, 0.2, -0.3], [0.2, -0.1, 1.1], [-0.1, -1.0, 0.5], [-0.7, -0.1, -0.6], [-1.0, -0.8, -0.3], [0.6, -0.6, -0.8], [-0.7, 0.7, -0.3], [-1.1, -0.1, 0.4], [0.3, 0.5, 1.2], [-0.4, 1.0, 0.4], [-1.3, -0.3, 0.0], [-0.4, -1.0, -0.5], [0.7, -0.8, -0.4], [1.0, 0.0, -0.1], [-0.2, -0.9, 0.7], [-0.8, 0.3, -0.8], [-0.3, -0.5, 0.5], [0.2, 0.6, -0.4]],
  "charge": 1,
  "orbital_gap_ev": 8.8615,
  "lumo_ev": -3.385,
  "smiles": "CB(O)c1nn(CCCCCOC(C)=O)c(CC(=O)c2ccccc2)[n+]1CB(O)O",
  "energy_ev": -38260.3384
}

Entry 3:
{
  "formula": "C19H28BF4O2V",
  "method": "ωB97M-V/def2-TZVPD",
  "symbols": ["O", "C", "C", "H", "H", "C", "H", "H", "C", "H", "H", "H", "C", "H", "H", "H", "V", "C", "C", "C", "H", "C", "C", "H", "H", "H", "H", "C", "C", "C", "H", "C", "C", "H", "H", "H", "H", "O", "C", "C", "H", "H", "C", "H", "H", "C", "H", "H", "H", "H", "F", "B", "F", "F", "F"],
  "coordinates": [[0.021638, 0.044001, -3.876765], [1.148787, 0.485471, -4.701404], [0.440291, 1.731570, -5.204707], [1.232501, -0.246142, -5.484675], [2.067808, 0.614075, -4.123760], [-0.771638, 1.185006, -4.278556], [0.256802, 1.858991, -6.282844], [0.916928, 2.617215, -4.769628], [-2.059039, 0.654745, -4.867610], [-1.850870, -0.108137, -5.635798], [-2.665085, 1.477385, -5.277718], [-2.626276, 0.188558, -4.038355], [-0.959384, 2.246891, -3.208040], [0.009617, 2.647288, -2.875944], [-1.461594, 1.864736, -2.318799], [-1.569231, 3.066831, -3.615152], [-0.278529, -0.119745, 0.954637], [0.994538, 1.962751, 1.423554], [1.816171, 0.791325, 1.527447], [1.946721, 0.208668, 0.216009], [2.372208, 0.456530, 2.393223], [1.183660, 1.028492, -0.693660], [0.628204, 2.124454, 0.051923], [0.197501, 3.036222, -0.372273], [0.841229, 2.674182, 2.231240], [2.590569, -0.637066, -0.043767], [1.239699, 0.927478, -1.778227], [-2.194343, -0.838409, 1.606775], [-2.246151, 0.494322, 1.031541], [-1.861182, 0.359402, -0.341920], [-2.533117, 1.429554, 1.508548], [-1.390421, -0.974024, -0.580534], [-1.625951, -1.730758, 0.625299], [-1.379013, -2.782519, 0.738472], [-2.564470, -1.105666, 2.585348], [-2.102658, 1.053963, -1.132913], [-0.948940, -1.353501, -1.504104], [-0.049478, -1.408928, -6.368655], [-0.181559, -0.726144, -7.658103], [0.513925, -1.519675, -8.781604], [0.326567, 0.251646, -7.589889], [-1.242716, -0.528429, -7.861516], [1.395384, -2.541242, -8.041827], [1.118078, -0.839210, -9.387737], [-0.213326, -1.970584, -9.469117], [1.033496, -2.373614, -6.533185], [2.468075, -2.331719, -8.188616], [1.212530, -3.573911, -8.360044], [1.932870, -1.966157, -6.020625], [0.784005, -3.340671, -6.057969], [0.712287, -1.742669, 2.916751], [0.924119, -0.868348, 4.074377], [2.255674, -0.365628, 4.010498], [0.001671, 0.226343, 3.898935], [0.678519, -1.565203, 5.246363]],
  "atomic_forces_ev_per_a": [[0.8, 0.8, 0.4], [-0.5, -0.7, -0.1], [-0.9, -0.2, 0.7], [0.7, 0.0, 0.1], [-0.1, 0.1, 0.0], [1.1, 1.0, -0.8], [0.2, -0.2, 0.5], [-0.5, 0.1, -0.4], [-0.2, 0.3, 0.0], [-0.2, 0.4, 0.4], [0.1, -0.3, 0.0], [0.2, 0.1, -0.4], [-0.3, -0.1, 0.4], [-0.3, -0.1, -0.1], [0.1, 0.2, -0.4], [0.2, -0.1, 0.1], [5.9, 2.1, 1.7], [0.4, -0.6, -0.6], [-0.1, 0.2, -1.2], [-0.8, 0.9, 0.0], [-0.5, 0.1, -0.1], [0.8, -0.6, 0.9], [0.4, -0.6, 0.7], [-0.3, -0.7, 0.2], [-0.3, -0.3, -0.2], [-0.5, 0.3, 0.1], [-0.6, -0.1, 0.4], [-0.3, 0.5, -1.1], [-1.6, -1.3, -0.5], [-1.3, -0.7, -0.3], [-0.1, -0.5, -0.1], [-1.4, -0.5, 0.1], [-0.7, 0.6, -0.4], [0.0, 0.3, 0.2], [0.6, 0.1, 0.2], [0.7, 0.1, 0.5], [-0.2, 0.2, 0.3], [0.4, -1.2, -2.4], [0.2, 0.4, 0.3], [-0.3, 0.0, 0.1], [-0.2, -0.3, 0.2], [0.2, -0.2, 0.2], [-0.1, -0.1, 0.5], [-0.1, -0.1, 0.1], [0.2, -0.1, 0.3], [0.5, 0.2, 0.2], [-0.5, -0.1, 0.0], [0.0, 0.3, 0.0], [-0.5, -0.3, 0.0], [-0.2, 0.6, -0.2], [-0.2, 0.8, -0.2], [0.1, 0.2, 0.0], [-0.8, -0.6, 0.5], [0.4, -0.6, -0.1], [0.1, 0.4, -0.6]],
  "orbital_gap_ev": [8.0115, 9.0774],
  "lumo_ev": [-0.971, -0.322],
  "spin_multiplicity": 3,
  "s2": 2.063,
  "energy_ev": -61488.8485
}

- What is the formula in the first record?
  C19H28AlB2BrClF14MgN3O14P